ORCA calculation (ωB97M-V/def2-TZVPD) on 38 unconnected molecules or ions with the total composition C3H82BrO37S in a non-equilibrium geometry.

* HOMO level: -12.135 eV
* total charge: +1
* Kohn-Sham gap: 8.9833 eV
* E_tot: -5919.2429 hartree

Each atom is followed by the atoms it is bonded to, with distances in Å.
Positions of all 124 atoms, in Å:
1 C 4.59 -2.31 3.11  C2 1.496, H6 1.062, H7 1.067, H8 1.060
2 C 3.45 -1.47 3.57  C1 1.496, Br3 1.954, C4 1.502, H9 1.063
3 Br 1.93 -2.67 3.84  C2 1.954
4 C 2.95 -0.46 2.57  C2 1.502, S5 1.805, H10 1.059, H11 1.066
5 S 4.22 0.68 2.00  C4 1.805, H12 1.349, H13 1.359
6 H 4.91 -2.93 3.91  C1 1.062
7 H 5.44 -1.73 2.80  C1 1.067
8 H 4.26 -2.93 2.31  C1 1.060
9 H 3.64 -0.99 4.51  C2 1.063
10 H 2.54 -0.92 1.70  C4 1.059
11 H 2.19 0.13 3.02  C4 1.066
12 H 5.24 0.01 1.43  S5 1.349
13 H 4.67 1.44 3.03  S5 1.359
14 O 0.01 0.32 1.44  H15 0.972, H16 0.961
15 H -0.58 0.11 0.70  O14 0.972
16 H 0.11 -0.52 1.88  O14 0.961
17 O -2.14 -0.25 -0.61  H18 0.961, H19 0.968
18 H -2.76 0.43 -0.92  O17 0.961
19 H -2.68 -1.06 -0.58  O17 0.968
20 O 7.41 -0.20 0.93  H21 0.964, H22 0.968
21 H 7.81 -0.68 1.67  O20 0.964
22 H 8.15 0.29 0.55  O20 0.968
23 O -3.99 -2.71 0.32  H24 0.964, H25 0.971
24 H -4.02 -2.90 1.27  O23 0.964
25 H -4.31 -3.53 -0.09  O23 0.971
26 O -5.68 -5.32 0.39  H27 0.960, H28 0.965
27 H -6.22 -5.54 -0.37  O26 0.960
28 H -5.61 -6.15 0.88  O26 0.965
29 O 4.25 2.85 -1.01  H30 0.970, H31 0.956
30 H 3.99 3.76 -0.79  O29 0.970
31 H 4.25 2.40 -0.16  O29 0.956
32 O -4.46 -3.30 3.63  H33 0.962, H34 0.960
33 H -4.76 -2.40 3.73  O32 0.962
34 H -4.60 -3.71 4.49  O32 0.960
35 O -6.26 -0.91 1.02  H36 0.963, H37 0.967
36 H -6.62 -1.68 1.46  O35 0.963
37 H -5.36 -1.16 0.79  O35 0.967
38 O -4.53 1.37 2.46  H39 0.961, H40 0.962
39 H -3.69 0.92 2.45  O38 0.961
40 H -5.13 0.77 2.00  O38 0.962
41 O -4.33 -1.94 -2.87  H42 0.958, H43 0.964
42 H -4.39 -2.12 -1.93  O41 0.958
43 H -4.63 -2.75 -3.30  O41 0.964
44 O 5.76 -0.58 -1.46  H45 0.967, H46 0.961
45 H 5.93 -1.36 -2.00  O44 0.967
46 H 6.45 -0.60 -0.79  O44 0.961
47 O -2.78 -5.49 -0.52  H48 0.960, H49 0.961
48 H -2.53 -5.93 0.30  O47 0.960
49 H -1.98 -5.05 -0.81  O47 0.961
50 O 3.19 5.78 0.35  H51 0.959, H52 0.960
51 H 2.71 5.94 1.16  O50 0.959
52 H 2.58 6.08 -0.33  O50 0.960
53 O 4.62 1.38 -3.62  H54 0.960, H55 0.963
54 H 4.35 2.27 -3.40  O53 0.960
55 H 4.67 0.93 -2.77  O53 0.963
56 O 7.72 -1.58 -3.45  H57 0.962, H58 0.974
57 H 7.73 -0.62 -3.50  O56 0.962
58 H 6.99 -1.84 -4.04  O56 0.974
59 O 0.45 6.08 1.23  H60 0.963, H61 0.964
60 H -0.25 5.97 0.58  O59 0.963
61 H 0.53 5.21 1.63  O59 0.964
62 O -4.84 3.97 1.38  H63 0.961, H64 0.970
63 H -5.41 3.85 0.62  O62 0.961
64 H -4.98 3.19 1.94  O62 0.970
65 O -1.66 5.29 3.64  H66 0.962, H67 0.970
66 H -1.19 5.82 2.99  O65 0.962
67 H -2.56 5.23 3.30  O65 0.970
68 O -3.80 -3.73 -5.32  H69 0.960, H70 0.962
69 H -3.35 -4.57 -5.21  O68 0.960
70 H -3.22 -3.22 -5.90  O68 0.962
71 O 5.64 -2.55 -5.16  H72 0.964, H73 0.963
72 H 5.05 -1.80 -5.29  O71 0.964
73 H 5.04 -3.30 -5.12  O71 0.963
74 O -6.32 -8.24 1.11  H75 0.961, H76 0.960
75 H -6.86 -8.47 0.35  O74 0.961
76 H -6.25 -9.06 1.61  O74 0.960
77 O 4.30 -1.20 7.36  H78 0.961, H79 0.960
78 H 4.31 -0.24 7.34  O77 0.961
79 H 3.64 -1.46 6.72  O77 0.960
80 O -1.38 -1.71 -5.42  H81 0.963, H82 0.962
81 H -0.50 -1.48 -5.12  O80 0.963
82 H -1.93 -0.98 -5.15  O80 0.962
83 O -7.02 5.38 0.10  H84 0.963, H85 0.962
84 H -7.05 6.34 0.10  O83 0.963
85 H -7.29 5.15 1.00  O83 0.962
86 O 1.05 -0.90 -6.89  H87 0.961, H88 0.961
87 H 0.46 -0.23 -7.23  O86 0.961
88 H 0.52 -1.71 -6.91  O86 0.961
89 O 7.08 2.91 0.51  H90 0.969, H91 0.961
90 H 6.46 2.71 -0.21  O89 0.969
91 H 7.25 2.06 0.93  O89 0.961
92 O -5.43 6.98 -2.18  H93 0.962, H94 0.966
93 H -6.00 6.86 -2.95  O92 0.962
94 H -5.63 6.22 -1.62  O92 0.966
95 O 2.78 -5.08 6.59  H96 0.961, H97 0.961
96 H 2.20 -4.95 7.35  O95 0.961
97 H 2.23 -4.83 5.84  O95 0.961
98 O -4.68 3.60 -2.94  H99 0.961, H100 0.960
99 H -4.67 4.56 -2.93  O98 0.961
100 H -4.95 3.37 -2.04  O98 0.960
101 O -2.51 5.82 -1.98  H102 0.964, H103 0.963
102 H -3.26 6.24 -2.41  O101 0.964
103 H -2.11 5.28 -2.68  O101 0.963
104 O -2.16 5.32 -4.90  H105 0.961, H106 0.961
105 H -1.46 5.58 -5.50  O104 0.961
106 H -2.96 5.32 -5.43  O104 0.961
107 O 2.88 -1.76 -4.63  H108 0.963, H109 0.961
108 H 2.71 -0.84 -4.41  O107 0.963
109 H 2.84 -2.22 -3.78  O107 0.961
110 O -7.52 -0.21 -1.63  H111 0.966, H112 0.959
111 H -7.25 -0.62 -0.79  O110 0.966
112 H -6.72 0.17 -1.98  O110 0.959
113 O -4.45 5.51 3.80  H114 0.959, H115 0.965
114 H -4.39 4.81 4.45  O113 0.959
115 H -3.94 5.19 3.05  O113 0.965
116 O 4.09 -5.20 -3.83  H117 0.962, H118 0.961
117 H 4.18 -5.99 -4.37  O116 0.962
118 H 4.75 -5.31 -3.14  O116 0.961
119 O 4.90 -6.50 4.80  H120 0.960, H121 0.962
120 H 5.81 -6.28 5.03  O119 0.960
121 H 4.37 -5.81 5.20  O119 0.962
122 O 5.55 3.31 3.93  H123 0.962, H124 0.962
123 H 5.35 3.94 4.62  O122 0.962
124 H 6.47 3.45 3.72  O122 0.962

***

ORCA calculation (ωB97M-V/def2-TZVPD) on 2 unconnected molecules or ions with the total composition C5H14O in a non-equilibrium geometry.

* energy above the lowest of the compared OMol25 structures with the same formula, charge and spin: 37.83 kJ/mol
* HOMO level: -11.051 eV
* Kohn-Sham gap: 11.7788 eV
* E_tot: -274.1276 hartree
* SMILES: CC(C)(C)C.O

Each atom is followed by the atoms it is bonded to, with distances in Å.
Positions of all 20 atoms, in Å:
1 C 0.00 0.00 0.00  C2 1.554, H6 1.103, H7 1.103, H8 1.103
2 C -1.39 -0.22 -0.65  C1 1.554, C3 1.548, C4 1.519, C5 1.501
3 C -1.18 -1.38 -1.66  C2 1.548, H9 1.103, H10 1.103, H11 1.103
4 C -2.47 -0.56 0.37  C2 1.519, H12 1.103, H13 1.103, H14 1.103
5 C -1.84 1.06 -1.30  C2 1.501, H15 1.103, H16 1.103, H17 1.103
6 H 0.71 0.17 -0.83  C1 1.103
7 H 0.36 -0.85 0.60  C1 1.103
8 H -0.02 0.90 0.64  C1 1.103
9 H -0.22 -1.23 -2.18  C3 1.103
10 H -2.00 -1.32 -2.40  C3 1.103
11 H -1.18 -2.38 -1.21  C3 1.103
12 H -2.17 -1.53 0.80  C4 1.103
13 H -3.34 -0.72 -0.28  C4 1.103
14 H -2.75 0.12 1.19  C4 1.103
15 H -2.85 1.08 -1.73  C5 1.103
16 H -1.11 1.30 -2.10  C5 1.103
17 H -1.77 1.84 -0.52  C5 1.103
18 O 2.42 -2.15 0.82  H19 0.984, H20 0.984
19 H 1.96 -1.41 0.37  O18 0.984
20 H 2.79 -2.70 0.09  O18 0.984

***

ORCA calculation (ωB97M-V/def2-TZVPD) on 3 unconnected molecules or ions with the total composition C2H10NO3 in a non-equilibrium geometry.

* energy above the lowest of the compared OMol25 structures with the same formula, charge and spin: 37.68 kJ/mol
* HOMO level: -3.598 eV
* total charge: -1
* Kohn-Sham gap: 7.8154 eV
* E_tot: -362.6930 hartree

Each atom is followed by the atoms it is bonded to, with distances in Å.
Positions of all 16 atoms, in Å:
1 C 0.18 2.18 -0.74  N2 1.467, H5 1.091, H6 1.086, H7 1.092
2 N -0.71 1.12 -1.23  C1 1.467, C3 1.449, H8 1.008
3 C -1.21 0.29 -0.15  N2 1.449, O4 1.366, H9 1.103, H10 1.111
4 O -0.27 -0.42 0.54  C3 1.366
5 H 0.88 1.88 0.05  C1 1.091
6 H 0.63 2.65 -1.60  C1 1.086
7 H -0.45 2.93 -0.26  C1 1.092
8 H -0.22 0.66 -1.98  N2 1.008
9 H -1.75 0.95 0.55  C3 1.103
10 H -2.03 -0.36 -0.50  C3 1.111
11 H 0.72 -3.07 -0.07  O13 0.965
12 H 0.41 -1.76 -0.62  O13 0.991
13 O 0.95 -2.56 -0.85  H11 0.965, H12 0.991
14 H 1.72 -1.69 2.31  O16 0.962
15 H 0.35 -1.17 1.89  O16 0.999
16 O 0.81 -1.64 2.64  H14 0.962, H15 0.999

***

ORCA calculation (ωB97M-V/def2-TZVPD) on C28H35NO5 in the gas phase.

* energy above the lowest of the compared OMol25 structures with the same formula, charge and spin: 26.23 kJ/mol
* HOMO level: -7.970 eV
* Kohn-Sham gap: 8.6486 eV
* E_tot: -1518.8559 hartree
* SMILES: CCOc1ccc(CN(C)C[C@H](O)COC(c2ccc(OC)cc2)c2ccc(OC)cc2)cc1

Each atom is followed by the atoms it is bonded to, with distances in Å.
Positions of all 69 atoms, in Å:
1 C -6.21 -3.10 0.90  C2 1.525, H35 1.087, H36 1.087, H37 1.086
2 C -4.92 -3.28 0.11  C1 1.525, O3 1.413, H38 1.094, H39 1.098
3 O -3.79 -2.74 0.77  C2 1.413, C4 1.367
4 C -3.64 -1.39 0.86  O3 1.367, C5 1.390, C34 1.395
5 C -4.35 -0.44 0.14  C4 1.390, C6 1.385, H40 1.080
6 C -4.07 0.91 0.30  C5 1.385, C7 1.387, H41 1.080
7 C -3.08 1.34 1.18  C6 1.387, C8 1.510, C33 1.391
8 C -2.76 2.81 1.31  C7 1.510, N9 1.459, H42 1.094, H43 1.094
9 N -1.78 3.33 0.36  C8 1.459, C10 1.448, C11 1.452
10 C -2.25 3.30 -1.01  N9 1.448, H44 1.087, H45 1.101, H46 1.089
11 C -0.47 2.72 0.50  N9 1.452, C12 1.543, H47 1.100, H48 1.093
12 C 0.63 3.64 -0.06  C11 1.543, O13 1.405, C14 1.548, H49 1.096
13 O 0.74 3.59 -1.46  C12 1.405, H50 0.969
14 C 2.02 3.35 0.55  C12 1.548, O15 1.406, H51 1.097, H52 1.095
15 O 2.70 2.30 -0.09  C14 1.406, C16 1.421
16 C 2.46 0.98 0.38  O15 1.421, C17 1.516, C25 1.516, H53 1.100
17 C 1.50 0.22 -0.52  C16 1.516, C18 1.391, C24 1.385
18 C 1.62 0.33 -1.90  C17 1.391, C19 1.377, H54 1.080
19 C 0.73 -0.32 -2.73  C18 1.377, C20 1.396, H55 1.078
20 C -0.30 -1.10 -2.20  C19 1.396, O21 1.362, C23 1.390
21 O -1.14 -1.67 -3.10  C20 1.362, C22 1.407
22 C -2.26 -2.37 -2.61  O21 1.407, H56 1.089, H57 1.095, H58 1.095
23 C -0.39 -1.24 -0.82  C20 1.390, C24 1.384, H59 1.077
24 C 0.50 -0.58 0.00  C17 1.385, C23 1.384, H60 1.080
25 C 3.77 0.21 0.40  C16 1.516, C26 1.386, C32 1.389
26 C 3.88 -0.94 1.16  C25 1.386, C27 1.384, H61 1.081
27 C 5.05 -1.69 1.16  C26 1.384, C28 1.390, H62 1.079
28 C 6.13 -1.28 0.39  C27 1.390, O29 1.363, C31 1.395
29 O 7.33 -1.93 0.31  C28 1.363, C30 1.406
30 C 7.51 -3.10 1.06  O29 1.406, H63 1.089, H64 1.095, H65 1.095
31 C 6.02 -0.12 -0.38  C28 1.395, C32 1.378, H66 1.078
32 C 4.85 0.61 -0.38  C25 1.389, C31 1.378, H67 1.078
33 C -2.38 0.39 1.90  C7 1.391, C34 1.378, H68 1.081
34 C -2.65 -0.96 1.75  C4 1.395, C33 1.378, H69 1.079
35 H -6.10 -3.55 1.89  C1 1.087
36 H -6.43 -2.04 1.04  C1 1.087
37 H -7.03 -3.57 0.38  C1 1.086
38 H -4.69 -4.35 0.01  C2 1.094
39 H -5.02 -2.86 -0.90  C2 1.098
40 H -5.12 -0.73 -0.55  C5 1.080
41 H -4.64 1.63 -0.26  C6 1.080
42 H -2.38 3.01 2.32  C8 1.094
43 H -3.67 3.40 1.17  C8 1.094
44 H -1.51 3.80 -1.63  C10 1.087
45 H -2.39 2.28 -1.39  C10 1.101
46 H -3.19 3.85 -1.07  C10 1.089
47 H -0.42 1.74 -0.01  C11 1.100
48 H -0.28 2.57 1.56  C11 1.093
49 H 0.35 4.67 0.19  C12 1.096
50 H 1.32 2.84 -1.67  O13 0.969
51 H 1.94 3.18 1.63  C14 1.097
52 H 2.66 4.23 0.38  C14 1.095
53 H 2.05 1.01 1.40  C16 1.100
54 H 2.41 0.93 -2.32  C18 1.080
55 H 0.80 -0.23 -3.81  C19 1.078
56 H -2.82 -2.69 -3.48  C22 1.089
57 H -2.89 -1.73 -1.98  C22 1.095
58 H -1.97 -3.26 -2.03  C22 1.095
59 H -1.16 -1.85 -0.37  C23 1.077
60 H 0.40 -0.69 1.07  C24 1.080
61 H 3.05 -1.27 1.76  C26 1.081
62 H 5.10 -2.57 1.77  C27 1.079
63 H 8.52 -3.44 0.85  C30 1.089
64 H 7.41 -2.91 2.14  C30 1.095
65 H 6.79 -3.88 0.77  C30 1.095
66 H 6.87 0.18 -0.98  C31 1.078
67 H 4.77 1.51 -0.97  C32 1.078
68 H -1.62 0.70 2.60  C33 1.081
69 H -2.11 -1.70 2.32  C34 1.079

***

ORCA calculation (ωB97M-V/def2-TZVPD) on C4H4N2O in the gas phase in a non-equilibrium geometry.

* energy above the lowest of the compared OMol25 structures with the same formula, charge and spin: 654.98 kJ/mol
* HOMO level (spin up / spin down): -8.025 / -8.295 eV
* Kohn-Sham gap (spin up / spin down): 7.3712 / 8.6223 eV
* E_tot: -339.3322 hartree

Each atom is followed by the atoms it is bonded to, with distances in Å.
Positions of all 11 atoms, in Å:
1 C -2.95 0.65 0.00  N5 1.251
2 C -1.33 -1.18 0.05  N5 1.434, O7 1.388, H8 1.040
3 C 0.41 0.09 0.07  C4 1.429, N6 1.269, O7 1.323
4 C 1.76 0.51 -0.17  C3 1.429, H9 1.101, H10 1.151, H11 1.158
5 N -1.80 0.17 -0.06  C1 1.251, C2 1.434, N6 1.412
6 N -0.57 0.87 -0.14  C3 1.269, N5 1.412
7 O 0.02 -1.13 0.38  C2 1.388, C3 1.323
8 H -1.84 -1.95 0.53  C2 1.040
9 H 2.42 -0.06 0.50  C4 1.101
10 H 1.66 1.63 0.06  C4 1.151
11 H 2.21 0.40 -1.23  C4 1.158

***

ORCA calculation (ωB97M-V/def2-TZVPD) on a gas-phase ion, C4H10N (charge +1) in a non-equilibrium geometry.

* energy above the lowest of the compared OMol25 structures with the same formula, charge and spin: 449.22 kJ/mol
* HOMO level (spin up / spin down): -13.348 / -12.989 eV
* total charge: +1
* Kohn-Sham gap (spin up / spin down): 9.0169 / 8.3430 eV
* E_tot: -212.7493 hartree

Each atom is followed by the atoms it is bonded to, with distances in Å.
Positions of all 15 atoms, in Å:
1 C 0.50 0.85 -1.25  C2 1.445, H6 1.116, H7 1.128
2 C 0.61 0.32 0.09  C1 1.445, C3 1.504, C4 1.501, H8 1.051
3 C -0.66 -0.48 0.03  C2 1.504, N5 1.450, H9 1.131
4 C 1.81 -0.42 0.60  C2 1.501, H10 1.166, H11 1.165, H12 1.115
5 N -2.01 -0.18 0.48  C3 1.450, H13 1.033, H14 1.068, H15 1.045
6 H -0.13 1.76 -1.38  C1 1.116
7 H 0.74 0.55 -2.31  C1 1.128
8 H 0.41 1.15 0.69  C2 1.051
9 H -0.69 -1.01 -0.97  C3 1.131
10 H 1.98 -1.46 0.10  C4 1.166
11 H 1.71 -0.71 1.73  C4 1.165
12 H 2.69 0.21 0.34  C4 1.115
13 H -2.24 -0.82 1.26  N5 1.033
14 H -2.64 -0.23 -0.37  N5 1.068
15 H -1.96 0.78 0.91  N5 1.045